33
Properties=species:S:1:pos:R:3:forces:R:3:nbo_charge:R:1 method="wB97M-V/def2-TZVPD" fmax_ev_per_a=5.6 charge=0 gap_ev="8.889 / 8.028" homo_ev="-8.323 / -7.646" e_lumo_ev="0.566 / 0.382" spin_multiplicity=1 e_above_lowest_kj_mol=560.5
C -3.941414 0.292601 0.448914 -2.108 -1.381 2.343 -0.2139
C -3.291883 1.146818 -0.370642 -0.866 1.684 -0.495 -0.2387
C -3.275170 -0.788833 0.997334 1.457 -1.183 0.144 -0.2155
C -2.010723 0.901333 -0.763911 1.700 2.277 -1.391 -0.1532
C -1.934114 -0.987303 0.663100 0.908 -2.461 0.192 -0.1935
C -1.303511 -0.119454 -0.242306 1.863 -2.161 0.355 -0.1646
C 0.879928 -3.230149 -0.542113 -0.768 4.067 -0.342 -0.1580
C 0.519106 -0.496053 -2.065813 -0.102 1.358 -1.441 -0.7463
C 0.669762 0.282601 1.801178 -0.494 1.940 -1.606 -0.5991
C 2.564527 0.065833 0.146431 4.973 -2.233 -1.328 -0.6432
C 1.100792 2.015097 -0.063403 4.002 0.133 2.720 -0.5892
C 0.177806 -0.251608 -0.634638 0.393 -1.322 1.576 0.3637
C 1.159236 0.545291 0.302368 -1.651 -1.890 -0.035 -0.1726
N 0.650802 -2.324367 0.304411 -0.246 0.487 -0.584 -0.4033
H -4.983709 0.376373 0.850358 0.915 0.625 -0.891 0.2182
H -3.749538 2.093867 -0.608009 -0.236 0.002 -0.472 0.2161
H -3.701457 -1.525158 1.704414 -0.141 0.745 -0.584 0.2189
H -1.399334 1.614473 -1.394738 -1.252 -0.638 0.523 0.2038
H -1.347019 -1.970913 0.998293 -1.456 2.580 -0.535 0.2627
H 1.120409 -4.210653 -0.313827 0.453 -2.005 0.593 0.1810
H 0.854401 -2.866000 -1.570632 0.144 -0.805 -0.667 0.1421
H 1.346110 -1.151635 -2.174558 0.866 -1.038 0.269 0.2391
H 0.886177 0.295633 -2.821669 -0.654 -0.112 1.779 0.2450
H -0.307315 -0.916207 -2.614399 -0.479 -0.412 0.043 0.2306
H -0.092597 1.042921 2.102785 0.923 -0.062 -0.132 0.2017
H 0.066220 -0.596783 1.810502 0.622 -0.975 0.453 0.2486
H 1.558113 0.323346 2.411173 -0.116 -0.287 0.604 0.2147
H 3.114619 0.251091 -0.884207 -1.776 -0.509 1.335 0.2109
H 3.336509 0.589607 0.711652 -0.659 0.982 0.689 0.2210
H 3.011649 -1.003377 0.485066 -2.257 1.810 -0.983 0.2433
H 0.258378 2.441259 0.363110 -1.500 1.102 0.970 0.2128
H 1.143904 2.310452 -1.062288 0.264 -0.044 -1.894 0.2089
H 2.125770 2.419131 0.466202 -2.724 -0.274 -1.208 0.2079


33
Properties=species:S:1:pos:R:3:forces:R:3:nbo_charge:R:1 method="wB97M-V/def2-TZVPD" fmax_ev_per_a=2.9 smiles=CCc1c[nH]c2ccccc12.CCC charge=0 gap_ev=8.662 homo_ev=-7.783 e_lumo_ev=0.880 spin_multiplicity=1 e_above_lowest_kj_mol=175.7
C 0.751412 2.353928 3.251378 1.256 -1.299 -0.723 -0.5968
C 1.020237 1.445462 2.002430 0.144 2.566 -1.064 -0.4205
C -0.265591 0.926504 1.438204 0.752 -0.863 -0.342 -0.0886
C -1.509174 1.458358 1.257221 -0.137 -0.686 1.234 -0.0277
N -2.402094 0.424023 1.040280 -0.341 -2.086 -2.002 -0.5358
C -1.699066 -0.786786 0.741897 0.503 2.560 1.048 0.1282
C -2.176132 -2.054055 0.413997 -0.927 0.018 -0.604 -0.2456
C -1.258801 -3.087523 0.484302 1.253 1.067 0.151 -0.2163
C 0.094012 -2.709718 0.566638 0.511 -0.027 0.421 -0.2312
C 0.590029 -1.441719 0.837854 0.089 -1.134 -0.291 -0.1893
C -0.335428 -0.433749 1.012108 -1.516 -0.959 0.153 -0.0921
H 1.744316 2.634366 3.645599 -0.647 0.179 0.149 0.2073
H 0.212079 1.727454 3.964755 0.066 0.313 0.206 0.2082
H 0.164084 3.225178 2.993516 -0.054 0.164 -0.004 0.2037
H 1.434065 2.058915 1.155965 -0.054 0.038 0.830 0.2091
H 1.872148 0.757904 2.158534 -1.099 -0.356 0.221 0.2221
H -1.944790 2.403290 1.521189 0.250 0.354 0.001 0.2104
H -3.320416 0.487857 0.622132 0.101 0.631 0.237 0.3987
H -3.172017 -2.174184 -0.067221 0.451 -0.083 1.148 0.2185
H -1.425612 -4.141686 0.616270 -0.702 -0.209 -0.893 0.2222
H 0.836344 -3.456579 0.382716 0.272 -0.650 0.235 0.2024
H 1.673272 -1.345551 0.868711 -0.246 0.357 0.107 0.2137
C 1.456655 0.301974 -1.743468 1.367 1.426 -0.761 -0.6160
C 1.198681 0.532316 -3.268705 -0.140 1.139 0.904 -0.4037
C -0.066369 -0.202095 -3.627242 -0.898 -1.778 1.006 -0.6125
H 2.199377 -0.475541 -1.566103 -0.785 -0.775 -0.070 0.2067
H 0.512815 0.231996 -1.275151 -0.747 -0.783 0.778 0.2152
H 1.968266 1.109430 -1.194709 -0.237 0.452 -0.628 0.2026
H 1.071587 1.625065 -3.493395 0.550 -0.936 0.046 0.1956
H 2.040720 0.073560 -3.763328 0.254 0.376 -0.691 0.2005
H 0.096053 -1.232025 -3.249248 -0.294 0.232 -0.062 0.2006
H -0.968597 0.143677 -3.084739 0.558 0.159 -0.117 0.1992
H -0.392053 -0.380044 -4.642393 0.448 0.595 -0.620 0.2112


35
Properties=species:S:1:pos:R:3:forces:R:3:nbo_charge:R:1 method="wB97M-V/def2-TZVPD" fmax_ev_per_a=3.4 charge=+1 gap_ev=8.380 homo_ev=-11.764 e_lumo_ev=-3.384 spin_multiplicity=1 e_above_lowest_kj_mol=57.9
C 1.208286 -0.352626 1.524988 -0.034 -1.025 0.117 -0.4078
N 0.491397 -1.643011 1.609107 0.736 -0.863 -0.145 -0.4646
C -0.972247 -1.407754 1.682706 1.178 -0.467 -0.195 -0.4016
C 0.997408 -2.714916 0.772183 -0.757 -0.713 -0.666 -0.2056
H 0.586444 0.263670 2.174829 0.951 0.538 0.010 0.2168
H 2.251531 -0.480318 1.882847 -0.692 0.379 -0.100 0.2042
H 1.206254 0.088165 0.509416 0.011 -0.200 0.220 0.1815
H -0.976215 -0.535728 2.333786 -1.066 -0.329 0.159 0.2135
H -1.408750 -1.136578 0.706793 0.046 -0.125 0.177 0.1840
H -1.474495 -2.286890 2.110391 0.019 0.484 -0.050 0.2102
H 0.049406 -3.334342 0.417054 1.367 2.287 -0.927 0.1984
H 1.915384 -2.230570 0.102729 -2.887 -1.369 1.025 0.2017
C 1.678845 -4.141333 -1.601201 -0.199 -0.108 -0.113 -0.7482
S 2.025096 -5.176653 -0.185812 2.142 0.030 -0.371 0.7765
C 3.926151 -5.221106 -0.456313 -0.266 -0.168 0.210 -0.6931
C 1.635899 -4.102764 1.310907 0.962 0.547 0.322 -0.3087
C 0.846893 -5.008326 2.256400 1.578 -0.395 -1.374 -0.0680
C 1.181703 -4.882793 3.592275 -0.172 -0.271 0.242 -0.1793
C 0.434375 -5.563052 4.533907 -0.431 0.561 0.165 -0.1492
C -0.594798 -6.403413 4.122052 -0.515 -0.319 0.301 -0.1363
C -1.542340 -6.943783 5.090208 -1.367 -0.702 1.601 0.2499
N -2.315489 -7.335348 5.880698 1.926 0.938 -2.003 -0.2454
C -0.722644 -6.737914 2.774366 -0.227 0.573 -0.113 -0.1533
C 0.050743 -6.086141 1.819894 -0.128 0.011 0.247 -0.2226
H 0.595767 -4.021409 -1.539579 0.231 0.453 -0.504 0.2622
H 2.250150 -3.221474 -1.459918 -0.425 -0.137 -0.486 0.2478
H 1.970339 -4.660267 -2.523935 -0.131 -0.012 0.420 0.2678
H 4.333381 -6.224728 -0.225089 -0.560 0.572 0.201 0.2667
H 4.054630 -5.079256 -1.545126 -0.175 0.137 0.623 0.2510
H 4.465142 -4.441092 0.125468 -0.650 -0.465 -0.395 0.2563
H 2.617641 -3.844598 1.703887 0.130 -0.364 0.340 0.2374
H 2.088986 -4.360863 3.889727 -0.535 0.478 -0.004 0.2316
H 0.544857 -5.270578 5.563826 0.164 -0.477 0.331 0.2466
H -1.528878 -7.368463 2.435896 0.169 -0.517 0.141 0.2452
H 0.085644 -6.551575 0.812153 -0.393 1.039 0.595 0.2343


40
Properties=species:S:1:pos:R:3:forces:R:3:nbo_charge:R:1 method="wB97M-V/def2-TZVPD" fmax_ev_per_a=1.4 smiles="CCCn1c(N2CCOCC2)nc2c1c(=O)[nH]c(=O)n2C" charge=0 gap_ev=8.514 homo_ev=-7.924 e_lumo_ev=0.590 spin_multiplicity=1 e_above_lowest_kj_mol=15.6
C -0.416522 1.895475 -3.826420 0.091 0.000 0.230 -0.6059
C -0.055408 1.657450 -2.366755 -0.178 -0.131 -0.096 -0.4044
C -1.049085 0.695937 -1.710686 0.102 0.210 -0.534 -0.2145
N -0.716687 0.415178 -0.335097 0.187 -0.192 0.416 -0.3259
C -0.108871 -0.649020 0.249331 -0.327 0.276 0.032 0.5800
N 0.372328 -1.741870 -0.420077 -0.021 -0.084 -0.161 -0.4369
C 1.245368 -1.543228 -1.578687 0.207 0.010 -0.251 -0.2422
C 2.046428 -2.813912 -1.853013 -0.164 0.099 -0.191 -0.0751
O 2.886842 -3.172957 -0.782047 0.090 -0.007 -0.019 -0.5278
C 2.305820 -2.947885 0.494043 -0.178 0.071 0.291 -0.0823
C 0.786085 -2.856989 0.425508 0.199 -0.344 0.097 -0.2573
N -0.102697 -0.566066 1.578343 0.141 0.032 0.439 -0.5607
C -0.712097 0.600141 1.866091 -0.256 0.290 -1.335 0.3817
C -1.102424 1.248775 0.705961 0.144 -0.150 0.807 -0.1208
C -1.779730 2.502587 0.728770 0.183 -0.274 0.107 0.6514
O -2.184517 3.175043 -0.199885 -0.091 0.163 -0.242 -0.6290
N -1.951258 2.924071 2.051415 -0.218 0.387 -0.051 -0.6359
C -1.574969 2.321849 3.236163 0.021 -0.032 0.027 0.7909
O -1.802521 2.836072 4.308102 -0.093 0.192 0.279 -0.6314
N -0.930555 1.110385 3.109333 0.008 -0.006 0.041 -0.4150
C -0.493619 0.388484 4.282681 0.067 -0.099 0.283 -0.4127
H -1.413060 2.322459 -3.901481 -0.127 0.056 -0.088 0.2119
H -0.395487 0.963414 -4.388139 -0.016 -0.079 -0.121 0.1966
H 0.287844 2.586550 -4.281382 0.015 0.054 -0.111 0.2172
H -0.089670 2.603678 -1.825122 0.053 -0.029 0.078 0.2248
H 0.958193 1.257879 -2.294416 0.007 -0.009 0.078 0.1934
H -2.033540 1.171544 -1.709869 0.072 -0.149 -0.034 0.2374
H -1.118815 -0.244925 -2.259003 -0.026 0.029 0.057 0.2035
H 0.654352 -1.314142 -2.467716 0.130 0.051 -0.016 0.2034
H 1.945131 -0.716777 -1.396424 -0.056 -0.017 -0.045 0.1922
H 2.704913 -2.655016 -2.710698 -0.181 0.016 0.020 0.2044
H 1.356669 -3.635765 -2.095806 0.074 0.091 -0.020 0.1673
H 2.702134 -2.012688 0.914820 -0.040 -0.114 0.003 0.1736
H 2.615553 -3.777420 1.135280 -0.063 0.099 0.009 0.1948
H 0.372404 -3.780455 0.008595 0.036 0.017 0.125 0.1978
H 0.379506 -2.695839 1.421821 0.065 -0.158 -0.101 0.2592
H -2.427286 3.811643 2.168190 0.092 -0.170 0.000 0.4304
H -0.757491 0.984020 5.154311 0.042 -0.090 -0.089 0.2490
H -0.987628 -0.582196 4.323998 0.031 0.008 0.044 0.2079
H 0.584368 0.234517 4.239966 -0.020 -0.018 0.043 0.2092


34
Properties=species:S:1:pos:R:3:forces:R:3:nbo_charge:R:1 method="wB97M-V/def2-TZVPD" fmax_ev_per_a=5.6 charge=0 gap_ev=8.547 homo_ev=-7.825 e_lumo_ev=0.722 spin_multiplicity=1 e_above_lowest_kj_mol=708.6
C 3.112248 -0.997558 1.661573 -0.698 0.255 3.215 -0.6640
C 2.171578 0.091874 1.055435 -1.531 0.874 0.484 -0.0599
C 2.964043 1.240675 0.478478 0.832 -0.189 -1.729 -0.4214
C 3.085295 0.855381 -1.089856 2.383 4.827 -1.624 -0.4255
C 2.184911 -0.248075 -1.353639 2.308 -2.953 0.318 -0.2324
C 0.629985 -1.512705 -0.235751 0.969 -3.288 2.778 -0.2390
C -0.653287 -1.364405 -1.004884 -2.536 -0.934 -0.600 -0.4284
C -1.615725 -0.491029 -0.157907 -2.381 -0.042 -1.186 -0.1635
C -2.811856 -1.269146 0.130577 2.712 -1.264 1.448 -0.1630
C -4.020737 -0.727547 0.380546 0.033 3.721 -1.165 -0.2882
C -3.887920 0.733868 0.328465 -4.422 0.470 1.382 -0.1555
C -2.833036 1.629137 0.184265 -0.199 -1.450 0.839 -0.3030
C -1.670653 0.932156 -0.069676 3.850 -0.487 -0.660 0.3401
H 3.497339 -1.642958 0.756862 -0.254 0.985 2.381 0.2350
H 3.944416 -0.295695 2.345052 -2.021 -2.543 -2.380 0.2393
H 2.495598 -1.662081 2.683212 1.954 1.682 -3.710 0.2289
H 1.470830 0.687832 1.821445 1.168 -2.257 -1.216 0.2318
H 2.343261 2.101214 0.611016 -0.114 0.831 -0.258 0.2255
H 3.916121 1.404171 1.045708 -0.679 -0.136 -0.922 0.2193
H 2.988804 1.725586 -1.953948 -0.445 -1.408 2.728 0.2141
H 4.121405 0.633375 -1.336767 0.147 -0.545 0.320 0.2167
H 2.884022 -1.206286 -1.230542 -1.336 1.278 -0.238 0.1462
H 1.865523 -0.409786 -2.416934 -0.767 0.695 1.320 0.2450
H 1.381137 -2.207828 -0.616221 -0.374 -0.422 -0.925 0.1845
H 0.659640 -2.018612 0.850798 -1.346 1.483 -1.900 0.2128
H -0.468156 -0.926683 -2.051429 -0.142 -0.327 1.642 0.2283
H -1.431714 -2.324615 -1.267767 3.115 2.089 0.841 0.2411
H -2.530740 -2.301659 0.474174 -0.747 0.466 -1.250 0.2006
H -5.059562 -1.145287 0.376154 1.479 0.109 0.555 0.2355
H -4.901526 1.133027 0.624679 1.130 0.295 -0.512 0.1931
H -2.736662 2.717885 0.429868 -0.766 -1.214 -0.506 0.2469
H 0.333614 0.933357 0.011535 -1.931 1.497 -1.509 0.5041
N 1.297018 -0.255483 -0.195850 0.799 0.240 1.165 -0.4867
O -0.472692 1.669708 -0.203964 -0.192 -2.339 0.874 -0.7583


35
Properties=species:S:1:pos:R:3:forces:R:3:nbo_charge:R:1 method="wB97M-V/def2-TZVPD" fmax_ev_per_a=0.6 smiles="COc1ccc(CCC(=O)NC(C)C)cc1" charge=0 gap_ev=9.043 homo_ev=-8.257 e_lumo_ev=0.786 spin_multiplicity=1 e_above_lowest_kj_mol=56.3
C -5.738091 0.624664 -0.229362 -0.185 -0.094 -0.073 -0.2510
O -4.515660 1.168854 0.200034 0.338 0.068 0.088 -0.4929
C -3.378055 0.437776 0.016898 0.120 0.003 0.010 0.2841
C -2.195086 1.025131 0.466440 -0.216 0.028 -0.032 -0.2442
C -0.988378 0.374447 0.326950 -0.130 -0.002 -0.028 -0.1945
C -0.922961 -0.885809 -0.260620 -0.049 -0.194 -0.151 -0.0553
C 0.385646 -1.610449 -0.440437 -0.027 -0.055 0.052 -0.4083
C 1.286951 -1.579162 0.806433 -0.060 0.078 -0.009 -0.4970
C 2.177713 -0.347113 0.865458 -0.099 -0.562 -0.025 0.6864
O 2.066256 0.525261 1.701287 -0.119 0.339 0.333 -0.6341
N 3.120311 -0.318089 -0.102169 0.281 -0.011 -0.281 -0.6231
C 4.052721 0.776600 -0.282238 0.160 0.174 -0.075 -0.0604
C 3.818358 1.445166 -1.635636 -0.029 -0.005 0.326 -0.6092
C 5.487490 0.271023 -0.151771 -0.259 0.150 0.128 -0.6080
C -2.103348 -1.464317 -0.700339 0.212 0.070 0.055 -0.1971
C -3.322548 -0.819310 -0.570606 -0.374 0.149 0.015 -0.2661
H -5.743546 0.448135 -1.310364 0.003 -0.009 0.048 0.1740
H -6.495069 1.368042 0.016278 0.016 -0.086 -0.039 0.1995
H -5.968816 -0.310529 0.291859 0.015 0.029 -0.034 0.1744
H -2.249463 1.999169 0.926064 -0.003 0.128 0.061 0.2238
H -0.092467 0.849094 0.693061 0.108 0.087 0.084 0.2329
H 0.919285 -1.170371 -1.289700 0.021 -0.126 -0.015 0.2085
H 0.171141 -2.650880 -0.695922 0.026 0.066 -0.050 0.2119
H 0.671475 -1.599008 1.706001 0.111 0.000 -0.006 0.2395
H 1.932642 -2.460653 0.809437 0.008 0.008 0.029 0.2199
H 3.179899 -1.079165 -0.760340 -0.100 -0.016 0.084 0.3874
H 3.833896 1.484136 0.523972 0.039 -0.128 -0.139 0.2333
H 2.789018 1.786796 -1.714219 -0.083 0.038 -0.043 0.2177
H 4.017511 0.744935 -2.445491 0.026 -0.064 -0.121 0.1960
H 4.477264 2.301224 -1.749935 0.090 0.103 -0.082 0.2129
H 6.185154 1.099499 -0.235384 0.134 0.066 -0.042 0.2128
H 5.631777 -0.208115 0.813344 0.047 -0.052 0.070 0.2177
H 5.710193 -0.449522 -0.937135 0.060 -0.086 -0.097 0.1958
H -2.081025 -2.443896 -1.158094 0.021 -0.091 -0.030 0.2032
H -4.214376 -1.310214 -0.927934 -0.100 -0.005 -0.012 0.2098